# 1
Molecular formula: C5H13NO
Method: DFT, ωB97M-V/def2-TZVPD

XYZ file:
```
20
Properties=species:S:1:pos:R:3:forces:R:3
C 0.3380 1.7723 -1.4092 1.9 2.4 -1.1
N -0.6824 0.7202 -1.3356 1.1 4.0 -1.0
C 1.2607 -0.1217 1.7655 -1.1 0.5 -0.3
C -0.1359 0.1215 1.1083 0.1 1.1 1.0
C -0.2359 -0.2384 -0.4785 0.0 -2.0 4.5
C -1.2215 -1.4191 -0.5620 1.8 0.7 -1.0
O -0.3823 -2.4965 -0.8932 -0.6 -1.7 0.4
H -0.0004 2.6450 -1.9805 -0.4 -0.4 -0.3
H 1.2711 1.4717 -1.9596 -1.1 -0.4 0.3
H 0.8263 2.3790 -0.5508 -1.3 -1.7 0.0
H -1.5080 1.1510 -0.9503 -0.5 0.1 -0.1
H 1.7517 0.7993 2.0674 0.7 0.1 -1.0
H 1.1149 -0.5244 2.7428 -0.2 -0.9 0.7
H 1.7881 -0.8423 1.1482 0.7 0.3 0.2
H -0.7948 -0.5369 1.7114 -0.1 0.4 -0.7
H -0.4476 1.1862 1.4208 0.2 -1.4 -1.0
H 0.8110 -0.5338 -0.7283 -1.0 -0.1 -0.3
H -1.8977 -1.2305 -1.3627 -0.4 -0.1 -1.0
H -1.8474 -1.5428 0.2942 -0.1 -0.4 0.9
H -0.0080 -2.7598 -0.0477 0.3 -0.4 -0.1
```
Forces are in eV/Å.

Output
* frontier orbital gap: 9.8 eV
* HOMO level: -8.866 eV
* LUMO: 0.035 hartree
* ΔE to the lowest compared entry with this formula, charge and spin: 269.9 kJ/mol
* strongest force on any atom: 4.93 eV/A

=====

# 2
Molecular formula: C3H9N3
Method: DFT, ωB97M-V/def2-TZVPD

XYZ file:
```
15
Properties=species:S:1:pos:R:3:forces:R:3
C -1.4534 1.4948 -0.7392 1.5 -0.3 0.6
C 0.4222 2.8267 -0.7023 0.9 -0.4 -0.8
N -0.1601 1.9132 -1.3560 -1.4 1.0 0.2
H -1.2932 1.0633 0.2569 -0.1 -0.2 0.0
H -1.9301 0.7748 -1.3849 -0.3 0.0 -0.1
H -2.0154 2.4079 -0.5734 -0.5 -0.2 -0.3
H 1.0993 3.4606 -1.2740 0.6 -0.3 0.4
H 0.3377 3.0002 0.3738 -0.6 0.3 0.0
N 1.2250 -1.7763 0.0599 -0.6 -0.1 0.5
C 0.3700 -2.5080 0.8651 0.6 -0.6 -0.6
N 0.7353 -3.6603 1.2622 0.3 0.6 0.2
H 1.0820 -0.7794 0.0613 0.1 0.0 -0.1
H 2.1691 -2.0901 0.2308 0.2 0.2 -0.3
H -0.6245 -2.1086 1.0396 0.0 0.4 0.0
H 0.0359 -4.0188 1.8802 -0.5 -0.6 0.2
```
Forces are in eV/Å.

Output
* frontier orbital gap: 10.2 eV
* HOMO level: -9.358 eV
* LUMO: 0.030 hartree
* ΔE to the lowest compared entry with this formula, charge and spin: 188.8 kJ/mol
* strongest force on any atom: 1.76 eV/A

=====

# 3
Molecular formula: C35H31ClN2O3TeV
Method: DFT, ωB97M-V/def2-TZVPD

XYZ file:
```
74
Properties=species:S:1:pos:R:3:forces:R:3
V 0.0545 0.0559 -0.0851 -0.5 1.4 0.1
C -1.8829 0.0474 -6.4708 0.0 0.0 0.0
C -1.1051 -0.1070 -5.1989 0.0 -0.1 0.0
C 0.1629 -0.6577 -5.1739 -0.1 0.0 0.1
C 0.9036 -0.7782 -3.9924 -0.4 0.1 0.9
C 2.2248 -1.4219 -3.9322 0.1 -0.2 0.3
O 2.6382 -1.9471 -2.9102 0.1 0.0 -0.5
C 3.0581 -1.4498 -5.1696 0.4 -0.2 -0.2
C 3.9390 -2.5217 -5.2990 -0.1 0.0 0.0
C 4.7679 -2.6274 -6.3974 0.1 0.0 0.0
C 4.7308 -1.6547 -7.3833 0.0 0.0 0.0
C 3.8684 -0.5785 -7.2582 0.1 0.1 -0.1
C 3.0441 -0.4628 -6.1531 0.0 -0.1 0.1
C 0.3205 -0.3540 -2.7705 -1.1 0.3 -2.5
O 0.9220 -0.4403 -1.6297 1.2 -0.3 0.9
C -0.9911 0.1920 -2.8146 0.7 -0.3 0.2
C -1.6818 0.3129 -3.9961 0.4 -0.1 0.0
C -1.4982 0.5413 -1.4672 0.5 1.3 -1.4
N -1.8122 -0.4165 -0.6090 -0.1 -0.7 1.7
C -1.9333 -1.7866 -1.0804 -0.1 -0.2 0.3
C -3.2385 -1.9981 -1.8287 0.0 0.1 0.4
Te -4.8499 -1.0562 -0.7276 -0.2 0.1 -0.7
C -4.9927 0.5215 -2.1650 0.0 -0.4 0.4
C -4.8207 1.8437 -1.7910 -0.1 -0.1 0.3
C -4.8554 2.8496 -2.7395 -0.1 0.2 -0.1
C -5.0857 2.5439 -4.0694 0.0 0.1 0.0
C -5.2741 1.2247 -4.4460 0.0 0.0 -0.1
C -5.2267 0.2182 -3.4981 -0.1 -0.2 -0.1
C -1.6408 1.9528 -1.1321 -0.5 0.2 -0.1
C -2.2239 2.3589 0.0787 0.1 -0.1 0.0
C -2.3408 3.6988 0.3851 0.0 0.1 0.0
C -1.8795 4.6676 -0.4962 0.0 0.2 0.1
C -1.3036 4.2829 -1.6962 0.0 0.0 0.0
C -1.1887 2.9449 -2.0173 0.1 -0.1 0.0
H -1.3335 -0.3576 -7.3163 0.0 0.0 -0.1
H -2.0880 1.1021 -6.6516 0.0 0.1 -0.1
H -2.8430 -0.4624 -6.3987 -0.1 0.0 -0.1
H 0.6014 -1.0368 -6.0873 -0.1 0.0 -0.1
H 3.9550 -3.2682 -4.5192 0.0 0.0 0.1
H 5.4507 -3.4600 -6.4821 0.0 -0.1 0.0
H 5.3801 -1.7314 -8.2426 0.0 0.0 -0.1
H 3.8490 0.1817 -8.0266 0.0 0.1 0.0
H 2.4043 0.4017 -6.0550 -0.1 0.0 0.0
H -2.6815 0.7275 -3.9923 -0.1 0.1 0.0
H -1.9409 -2.4200 -0.1859 0.1 0.0 -0.2
H -1.0903 -2.0996 -1.7216 -0.2 0.0 0.1
H -3.4338 -3.0608 -1.9509 -0.1 0.0 0.0
H -3.2061 -1.5253 -2.8066 -0.2 0.0 0.0
H -4.6524 2.0888 -0.7534 0.0 0.0 0.0
H -4.6962 3.8729 -2.4344 0.0 0.1 0.0
H -5.1257 3.3280 -4.8093 0.0 0.1 -0.1
H -5.4611 0.9775 -5.4809 0.0 0.0 -0.1
H -5.3741 -0.8109 -3.7983 0.0 0.0 0.0
H -2.5809 1.5989 0.7647 -0.1 0.0 0.0
H -2.8009 4.0005 1.3145 0.0 0.0 0.1
H -1.9640 5.7163 -0.2491 0.0 0.1 0.0
H -0.9461 5.0338 -2.3876 0.0 0.0 -0.1
H -0.7354 2.6599 -2.9588 -0.1 0.0 0.0
Cl 1.7956 -1.0545 1.1338 2.2 -0.3 0.2
C 0.1029 -1.1976 1.4811 -1.5 -0.8 0.8
H -0.1064 -0.7290 2.4491 0.0 -0.1 -0.1
H -0.1663 -2.2525 1.5037 0.0 0.1 0.0
O 0.7323 1.9086 0.8626 -1.3 -0.5 -0.2
N 2.0199 1.9975 0.9420 2.1 -0.1 0.2
C 2.6696 1.6801 2.0999 -0.7 0.3 -0.5
C 4.0368 1.6188 2.1512 0.6 0.3 -0.3
C 4.7915 1.9078 1.0170 -0.7 0.0 -0.1
C 4.1150 2.2984 -0.1401 0.7 -0.1 0.5
C 2.7478 2.3422 -0.1556 -0.7 -0.1 0.2
H 2.0393 1.4531 2.9447 -0.2 0.0 -0.1
H 4.5230 1.3456 3.0765 -0.1 -0.1 0.0
H 5.8623 1.8007 1.0220 0.2 0.1 0.0
H 4.6676 2.5654 -1.0276 -0.1 0.0 -0.1
H 2.1680 2.6065 -1.0311 -0.1 -0.1 0.1
```
Forces are in eV/Å.

Output
* frontier orbital gap (spin up / spin down): 6.5 / 5.5 eV
* 2S+1: 2
* HOMO level (spin up / spin down): -7.094 / -5.992 eV
* LUMO (spin up / spin down): -0.021 / -0.019 hartree
* ΔE to the lowest compared entry with this formula, charge and spin: 117.8 kJ/mol
* strongest force on any atom: 2.72 eV/A

=====

# 4
Molecular formula: C2H3N3S
Method: DFT, ωB97M-V/def2-TZVPD

XYZ file:
```
9
Properties=species:S:1:pos:R:3:forces:R:3
C 0.9593 1.3382 -0.1709 0.7 -3.6 0.3
C 1.0041 -0.3088 -0.1478 -1.9 3.3 -0.1
N 1.1380 2.4630 -0.0386 -0.2 0.4 -0.1
N -1.4969 -0.0671 -0.0589 2.4 0.8 -2.8
N -0.2430 -0.7743 -0.1308 -0.3 2.6 0.0
S 2.3314 -1.1892 -0.1030 1.2 -0.3 -0.1
H -1.3236 0.8486 0.2980 0.1 0.7 0.3
H -1.9211 -0.6019 0.5978 -2.3 -1.4 2.7
H -0.4481 -1.7084 -0.2458 0.3 -2.4 -0.3
```
Forces are in eV/Å.

Output
* frontier orbital gap: 9.0 eV
* HOMO level: -9.199 eV
* LUMO: -0.006 hartree
* ΔE to the lowest compared entry with this formula, charge and spin: 213.7 kJ/mol
* strongest force on any atom: 3.77 eV/A